A molecular structure, C32H85N7O11Zr, computed with wB97M-V/def2-TZVPD.

Last column: Löwdin charge in e.
Geometry (Å):
Zr -9.256 43.524 18.988  2.126
C -6.465 45.788 21.623  -0.036
C -7.106 44.419 21.765  -0.474
C -7.646 44.087 23.152  -0.025
O -7.948 44.093 20.662  -0.316
H -6.017 45.996 20.650  0.079
H -5.672 45.871 22.366  0.079
H -7.175 46.603 21.785  0.059
H -6.263 43.721 21.705  0.107
H -8.516 44.683 23.443  0.061
H -6.917 44.318 23.929  0.094
H -7.942 43.044 23.269  0.075
O -11.307 40.786 21.131  0.249
C -10.576 41.715 20.565  -0.685
O -10.994 42.838 20.209  -0.086
O -9.388 41.638 20.125  -0.096
H -12.087 41.265 21.464  0.165
C -9.664 47.413 20.101  -0.019
C -10.483 46.153 20.457  -0.353
C -11.861 46.498 21.031  -0.202
O -12.387 45.339 21.642  -0.190
C -13.403 45.697 22.572  -0.078
N -10.629 45.327 19.197  -0.073
H -10.198 48.096 19.439  0.101
H -8.776 47.108 19.540  0.075
H -9.351 47.918 21.013  0.062
H -10.090 45.545 21.272  0.126
H -12.609 46.846 20.304  0.146
H -11.857 47.325 21.749  0.116
H -12.936 46.254 23.384  0.062
H -13.797 44.786 23.023  0.093
H -14.269 46.190 22.127  0.103
H -11.609 45.042 19.293  0.105
H -10.744 46.010 18.447  0.119
C -9.359 47.655 23.891  -0.058
C -9.850 49.115 23.820  -0.382
C -11.262 49.322 24.362  -0.221
O -12.253 48.901 23.470  -0.212
C -13.569 48.878 24.001  -0.092
N -8.912 49.987 24.580  0.042
H -8.371 47.503 23.455  0.044
H -10.085 46.970 23.441  0.051
H -9.162 47.254 24.889  0.089
H -9.940 49.506 22.802  0.129
H -11.390 50.352 24.706  0.134
H -11.368 48.739 25.289  0.131
H -14.233 48.776 23.142  0.088
H -13.887 49.794 24.502  0.099
H -13.689 47.996 24.634  0.084
H -7.936 49.702 24.413  0.028
H -9.055 49.757 25.559  0.083
C -5.335 42.655 26.765  -0.054
C -5.264 41.137 26.367  -0.435
C -4.038 40.849 25.503  -0.200
O -3.820 41.677 24.366  -0.164
C -4.912 41.659 23.448  -0.115
N -5.301 40.391 27.614  0.037
H -6.315 42.837 27.200  0.071
H -5.182 43.258 25.865  0.051
H -4.482 42.875 27.406  0.082
H -6.128 40.937 25.729  0.116
H -4.170 39.814 25.164  0.125
H -3.085 40.821 26.034  0.135
H -4.749 42.318 22.594  0.067
H -5.912 41.937 23.791  0.056
H -4.990 40.635 23.071  0.095
H -5.976 40.702 28.296  0.072
H -4.376 40.425 28.022  0.076
C -5.774 41.423 19.428  -0.029
C -6.099 42.446 18.344  -0.373
C -5.153 42.330 17.126  -0.170
O -5.440 41.107 16.486  -0.196
C -4.441 40.650 15.624  -0.099
N -7.535 42.230 18.024  -0.057
H -6.202 41.640 20.408  0.073
H -4.712 41.378 19.678  0.098
H -6.047 40.417 19.104  0.100
H -6.006 43.441 18.784  0.120
H -4.104 42.335 17.426  0.133
H -5.328 43.080 16.346  0.137
H -4.157 41.341 14.825  0.099
H -4.702 39.739 15.084  0.099
H -3.525 40.340 16.136  0.100
H -7.631 41.213 18.033  0.113
H -7.469 42.326 17.002  0.109
C -5.924 50.184 20.431  -0.058
C -6.598 49.916 21.776  -0.435
C -5.727 49.232 22.830  -0.196
O -6.420 48.965 24.029  -0.238
C -5.553 48.390 24.996  -0.068
N -7.045 51.218 22.302  0.071
H -6.563 50.867 19.875  0.082
H -5.936 49.251 19.860  0.068
H -4.902 50.537 20.563  0.075
H -7.430 49.266 21.469  0.106
H -4.865 49.879 23.012  0.140
H -5.395 48.306 22.345  0.106
H -4.716 49.059 25.214  0.098
H -5.129 47.456 24.617  0.083
H -5.997 48.205 25.972  0.097
H -7.669 50.979 23.062  0.031
H -7.564 51.752 21.618  0.075
C -11.247 44.651 25.258  -0.047
C -11.400 43.142 25.563  -0.397
C -12.787 42.828 26.107  -0.245
O -12.919 43.151 27.460  -0.164
C -14.122 42.635 28.020  -0.087
N -11.095 42.412 24.306  0.034
H -12.184 45.208 25.283  0.071
H -10.615 44.939 24.421  0.039
H -10.775 45.049 26.163  0.085
H -10.666 42.808 26.300  0.139
H -12.879 41.733 26.054  0.122
H -13.534 43.185 25.391  0.125
H -13.947 41.564 28.170  0.090
H -14.998 42.668 27.369  0.088
H -14.349 43.109 28.971  0.093
H -10.148 42.690 24.074  0.038
H -11.009 41.433 24.567  0.075
C -2.403 44.175 19.608  -0.075
C -1.934 45.352 20.452  -0.429
C -2.348 46.723 19.898  -0.201
O -1.824 47.710 20.780  -0.166
C -2.405 48.961 20.489  -0.109
N -2.399 45.130 21.816  0.046
H -3.489 44.244 19.470  0.051
H -2.181 43.208 20.055  0.080
H -1.974 44.194 18.604  0.079
H -0.851 45.237 20.528  0.148
H -3.445 46.724 19.892  0.108
H -2.022 46.851 18.862  0.131
H -2.123 49.769 21.162  0.098
H -3.499 48.909 20.486  0.046
H -2.138 49.291 19.480  0.095
H -1.996 45.860 22.397  0.077
H -3.380 45.351 21.971  0.048

Properties
DFT total energy (eV): -68778.223
Strongest force on any atom (hartree/bohr): 0.17482
Orbital gap (eV): 3.72
Charge: +2

---

2 unconnected molecules or ions with the total composition C15H22ClF3NO9PS2, computed with wB97M-V/def2-TZVPD.

Last column: Löwdin charge in e.
Geometry (Å):
C 3.631 -1.991 1.359  -0.088
C 2.512 -1.339 0.448  -0.188
C 1.351 -0.590 1.215  -0.289
C 0.018 -1.403 1.008  -0.042
O 1.223 0.834 0.932  -0.015
C 0.612 1.095 -0.253  -0.449
O 0.939 0.617 -1.311  0.170
C -0.567 2.135 -0.400  0.046
C -1.833 1.760 -1.107  -0.063
C -2.050 0.331 -1.663  -0.119
C -3.429 -0.363 -1.329  -0.176
C -4.154 0.086 -0.016  -0.212
C -3.585 -0.543 1.322  -0.194
S -3.213 0.673 2.620  0.673
O -1.803 0.699 3.016  -0.311
O -3.629 2.045 2.309  -0.334
O -4.066 0.214 3.969  -0.177
C -2.803 2.847 -1.244  0.024
N -2.627 4.114 -0.746  0.089
C -1.498 4.466 -0.046  -0.037
C -0.416 3.513 0.157  -0.253
P 1.175 3.901 1.091  0.663
O 2.429 3.876 -0.046  -0.316
Cl 0.900 5.861 1.833  0.199
H 3.545 -1.578 2.398  0.064
H 4.621 -1.742 0.888  0.075
H 3.497 -3.106 1.311  0.082
H 2.977 -0.684 -0.344  0.124
H 2.042 -2.181 -0.135  0.089
H 1.595 -0.666 2.314  0.147
H -0.075 -1.883 -0.005  0.094
H -0.847 -0.692 1.109  0.031
H -0.112 -2.176 1.815  0.110
H -1.235 -0.334 -1.263  0.097
H -1.914 0.312 -2.784  0.147
H -4.148 -0.245 -2.194  0.119
H -3.228 -1.476 -1.293  0.130
H -4.271 1.193 0.112  0.082
H -5.212 -0.307 -0.094  0.125
H -2.718 -1.208 1.048  0.098
H -4.350 -1.253 1.756  0.122
H -3.940 0.986 4.565  0.099
H -3.746 2.598 -1.796  0.159
H -3.364 4.810 -0.899  0.182
H -1.383 5.510 0.345  0.108
H 2.877 4.741 0.061  0.050
C 5.446 -4.085 -3.267  -0.641
F 4.726 -4.558 -4.308  0.096
F 6.630 -4.731 -3.304  0.101
F 5.713 -2.790 -3.551  0.093
S 4.572 -4.293 -1.645  0.442
O 4.371 -5.723 -1.513  -0.334
O 3.332 -3.541 -1.787  -0.351
O 5.481 -3.738 -0.657  -0.343

Properties
DFT total energy (eV): -87459.385
Strongest force on any atom (hartree/bohr): 0.08740
Orbital gap (eV): 4.40
Charge: 0

---

A single C20H16ClNO5 molecule, computed with wB97M-V/def2-TZVPD.

Last column: Löwdin charge in e.
Geometry (Å):
C -7.599 -0.868 0.895  -0.072
C -6.285 -0.592 0.237  -0.293
C -5.661 0.636 0.363  0.038
C -4.437 0.905 -0.249  -0.260
C -3.822 -0.082 -1.007  -0.012
C -4.435 -1.317 -1.144  -0.092
C -5.647 -1.567 -0.530  -0.624
Cl -6.381 -3.124 -0.721  0.693
H -3.962 -2.088 -1.732  0.107
H -2.876 0.084 -1.495  0.114
O -3.945 2.163 -0.040  -0.029
C -2.713 2.516 -0.617  -0.109
C -1.556 1.773 -0.022  -0.246
C -1.430 1.103 1.165  0.011
C -0.109 0.616 1.196  0.013
C 0.484 1.024 0.023  -0.171
C 1.833 0.860 -0.552  -0.386
O 2.131 1.294 -1.642  0.106
N 2.684 0.176 0.281  0.140
C 4.026 -0.137 0.086  -0.206
C 4.680 -0.836 1.105  -0.015
C 6.010 -1.174 0.984  -0.012
C 6.717 -0.818 -0.163  -0.145
C 6.063 -0.123 -1.180  0.008
C 4.732 0.217 -1.064  0.011
H 4.232 0.754 -1.851  0.102
H 6.623 0.146 -2.063  0.124
C 8.142 -1.154 -0.333  -0.493
O 8.806 -0.874 -1.301  0.104
O 8.664 -1.821 0.712  0.100
H 9.599 -2.010 0.538  0.131
H 6.510 -1.712 1.774  0.117
H 4.134 -1.112 1.997  0.111
H 2.304 -0.134 1.163  0.128
O -0.411 1.723 -0.711  0.124
H 0.322 0.040 1.990  0.110
H -2.187 0.975 1.912  0.122
H -2.608 3.588 -0.415  0.147
H -2.719 2.374 -1.707  0.145
H -6.118 1.421 0.945  0.126
H -7.508 -1.715 1.574  0.078
H -8.346 -1.128 0.146  0.079
H -7.942 -0.001 1.451  0.077

Properties
DFT total energy (eV): -45250.379
SMILES: Cc1cc(OCc2ccc(C(=O)Nc3ccc(C(=O)O)cc3)o2)ccc1Cl
Strongest force on any atom (hartree/bohr): 0.02089
Orbital gap (eV): 8.70
Charge: 0

---

A single C19H21FN2O molecule, computed with wB97M-V/def2-TZVPD.

Last column: Löwdin charge in e.
Geometry (Å):
O -0.606 -1.960 1.794  0.056
C -0.555 -1.602 0.633  -0.461
N -1.641 -1.690 -0.177  -0.061
C -1.730 -1.278 -1.559  -0.110
H -1.805 -2.165 -2.203  0.126
C -2.978 -0.374 -1.738  -0.134
N -3.326 0.236 -0.472  -0.105
C -2.420 1.192 0.021  -0.229
C -2.067 2.262 -0.806  -0.029
C -1.193 3.239 -0.373  -0.088
C -0.653 3.185 0.900  -0.106
C -1.013 2.144 1.736  -0.081
C -1.885 1.159 1.308  -0.031
H -2.111 0.352 1.986  0.104
H -0.601 2.083 2.732  0.108
H 0.040 3.941 1.234  0.099
H -0.934 4.051 -1.038  0.102
H -2.492 2.338 -1.796  0.106
C -3.836 -0.790 0.415  -0.135
H -3.942 -0.380 1.418  0.114
C -2.923 -2.043 0.401  -0.102
H -3.368 -2.841 -0.201  0.124
H -2.739 -2.416 1.409  0.118
H -4.837 -1.060 0.060  0.119
H -2.780 0.384 -2.493  0.107
H -3.838 -0.964 -2.068  0.122
H -0.836 -0.725 -1.840  0.109
C 0.720 -1.054 0.014  -0.086
H 1.034 -1.700 -0.811  0.134
H 0.527 -0.051 -0.374  0.116
C 1.827 -0.978 1.070  -0.128
C 3.122 -0.540 0.457  -0.167
C 4.148 -1.436 0.188  -0.034
C 5.331 -1.020 -0.398  -0.091
C 5.514 0.311 -0.731  -0.089
C 4.508 1.228 -0.478  -0.011
C 3.336 0.789 0.107  -0.226
F 2.360 1.696 0.346  0.063
H 4.620 2.272 -0.724  0.116
H 6.436 0.639 -1.185  0.102
H 6.115 -1.737 -0.593  0.100
H 4.014 -2.475 0.449  0.115
H 1.515 -0.268 1.839  0.126
H 1.942 -1.955 1.539  0.121

Properties
DFT total energy (eV): -27789.527
SMILES: O=C(CCc1ccccc1F)N1CCN(c2ccccc2)CC1
Strongest force on any atom (hartree/bohr): 0.00897
Orbital gap (eV): 8.64
Charge: 0

---

A molecular structure, C8H18N2O8Rb, computed with wB97M-V/def2-TZVPD.

Last column: Löwdin charge in e.
Geometry (Å):
Rb 0.712 0.769 0.787  1.035
C -2.765 2.518 0.791  0.039
C -3.020 1.242 0.104  -0.403
O -2.186 0.451 -0.139  0.131
N -4.526 0.866 -0.031  0.110
H -5.059 1.734 0.005  0.174
H -4.649 0.446 -0.953  0.183
C -4.859 -0.081 1.124  0.054
H -2.802 3.331 0.059  0.117
H -1.730 2.443 1.110  0.074
H -3.337 2.658 1.709  0.121
H -5.087 0.534 1.990  0.113
H -4.001 -0.722 1.316  0.087
H -5.750 -0.612 0.802  0.110
C 3.519 1.631 -1.767  0.029
C 3.382 0.543 -2.788  -0.398
O 3.079 0.755 -3.911  0.167
N 3.176 -0.827 -2.189  0.044
H 3.199 -0.720 -1.130  -0.248
H 2.249 -1.211 -2.383  0.179
C 4.131 -1.828 -2.790  0.019
H 3.842 2.630 -2.041  0.104
H 4.201 1.306 -0.978  0.100
H 2.537 1.684 -1.307  0.050
H 3.977 -1.776 -3.861  0.093
H 3.999 -2.814 -2.346  0.094
H 5.150 -1.632 -2.457  0.107
O -2.784 -1.692 3.011  0.047
C -2.158 -0.503 3.240  -0.851
O -2.813 0.396 3.811  -0.043
O -0.993 -0.384 2.785  -0.165
H -3.664 -1.623 3.401  0.101
O 2.645 -1.593 1.915  0.086
C 3.038 -1.778 0.617  -0.672
O 2.967 -0.810 -0.190  0.024
O 3.504 -2.903 0.336  0.056
H 2.875 -2.425 2.349  0.131

Properties
DFT total energy (eV): -28595.652
Strongest force on any atom (hartree/bohr): 0.24016
Orbital gap (eV): 6.98
Charge: +1

---

12 unconnected molecules or ions with the total composition C14H52N6O12, computed with wB97M-V/def2-TZVPD.

Last column: Löwdin charge in e.
Geometry (Å):
C -3.446 -2.243 -1.317  -0.046
C -2.632 -3.407 -0.773  -0.289
O -1.441 -2.973 -0.203  -0.116
H -3.391 -1.334 -0.715  0.074
H -4.469 -2.452 -1.478  0.066
H -3.099 -1.930 -2.282  0.035
H -2.401 -4.129 -1.503  0.095
H -3.215 -4.006 -0.074  0.120
H -1.114 -3.555 0.546  0.113
C 2.240 2.784 -2.746  -0.049
C 2.176 1.274 -3.093  -0.330
O 1.990 1.082 -4.471  -0.082
H 1.177 3.049 -2.684  0.042
H 2.814 3.317 -3.531  0.095
H 2.591 3.026 -1.740  0.050
H 1.230 0.784 -2.686  0.099
H 3.037 0.638 -2.859  0.105
H 1.838 0.138 -4.504  0.076
C -0.607 -2.780 3.922  -0.634
O -0.702 -2.911 2.534  -0.139
N -0.073 -3.667 4.677  0.148
N -0.952 -1.761 4.590  0.177
H 0.587 -4.333 4.237  0.140
H 0.241 -3.600 5.693  0.159
H -1.287 -0.892 4.100  0.109
H -0.545 -1.581 5.549  0.152
C 2.888 -2.195 -0.377  -0.646
O 4.061 -2.851 -0.746  -0.144
N 2.016 -1.797 -1.268  0.192
N 2.501 -2.049 0.829  0.142
H 2.338 -1.858 -2.203  0.107
H 1.164 -1.294 -1.025  0.045
H 3.135 -2.383 1.574  0.142
H 1.690 -1.441 1.108  0.078
C 0.043 0.191 0.238  -0.581
O 0.319 1.534 0.120  -0.108
N -0.387 -0.549 -0.787  0.163
N 0.210 -0.459 1.336  0.174
H -0.585 0.032 -1.585  0.073
H -0.844 -1.454 -0.611  0.077
H 0.563 0.125 2.107  0.100
H -0.271 -1.374 1.551  0.106
C 3.504 1.275 0.218  -0.126
O 3.789 0.407 1.278  -0.111
H 4.359 1.318 -0.463  0.097
H 3.310 2.263 0.564  0.078
H 2.671 0.831 -0.276  0.044
H 3.672 -0.487 1.038  0.016
C -1.493 1.671 3.809  -0.119
O -2.317 0.713 3.140  -0.127
H -0.688 1.201 4.375  0.064
H -2.080 2.279 4.447  0.067
H -1.030 2.338 3.115  0.076
H -2.624 1.084 2.315  0.019
C 0.873 4.926 -0.171  -0.195
O -0.209 4.219 0.354  -0.142
H 0.711 6.021 0.042  0.094
H 1.094 4.782 -1.237  0.053
H 1.837 4.646 0.260  0.070
H 0.126 3.328 0.603  0.034
C -2.960 1.681 0.140  -0.153
O -4.008 1.797 1.067  -0.127
H -2.218 2.508 0.093  0.092
H -3.572 1.647 -0.789  0.092
H -2.532 0.741 0.199  0.034
H -4.588 2.577 0.937  0.112
C 2.227 -0.424 4.001  -0.178
O 1.955 0.752 3.318  -0.167
H 2.183 -1.199 3.223  0.055
H 1.403 -0.591 4.736  0.065
H 3.216 -0.390 4.583  0.113
H 2.616 0.782 2.559  0.068
C -1.386 2.129 -2.925  -0.144
O -1.675 0.770 -3.119  -0.127
H -2.337 2.667 -2.679  0.099
H -0.956 2.581 -3.797  0.077
H -0.662 2.221 -2.115  0.052
H -2.547 0.689 -3.427  0.058
C -1.633 -2.214 -4.510  -0.158
O -0.723 -2.804 -5.416  -0.108
H -2.422 -2.849 -4.295  0.057
H -1.847 -1.293 -5.027  0.080
H -1.246 -1.918 -3.581  0.042
H -1.184 -3.388 -6.033  0.083

Properties
DFT total energy (eV): -48867.672
SMILES: NC(N)=O.NC(N)=O.NC(N)=O.CCO.CCO.CO.CO.CO.CO.CO.CO.CO
Strongest force on any atom (hartree/bohr): 0.17894
Orbital gap (eV): 8.68
Charge: 0